No. 1
Density functional theory data (wB97M-V/def2-TZVPD) for an isolated molecule of C4H9NO2.

The energy relative to the best compared isomer or geometry (same formula, charge and spin) is 76.05 kJ/mol. The structure (SMILES) is C[C@@H](O)CNC=O. The multiplicity is 1. As for the net charge: 0. For the orbital gap, the calculation gives 10.56 eV.

Structure (XYZ):
```
16
C4H9NO2 | the OMol25 dataset | wB97M-V/def2-TZVPD
C -0.4570 1.3556 -1.6790
C -0.2981 0.1356 -0.7892
O 0.7372 -0.6265 -1.3799
C 0.0057 0.5565 0.6593
N -0.1516 -0.5389 1.6184
C 0.5463 -1.6954 1.5769
O 1.4431 -1.9682 0.7897
H -1.3086 1.9792 -1.3824
H -0.5973 1.0040 -2.7059
H 0.4729 1.9379 -1.6450
H -1.2537 -0.4273 -0.7529
H 1.1696 -1.1346 -0.6756
H 1.0237 0.9618 0.7174
H -0.6829 1.3493 0.9807
H -0.8689 -0.4657 2.3251
H 0.2185 -2.4256 2.3337
```

***

No. 2
Density functional theory data (wB97M-V/def2-TZVPD) for a cluster of 2 separate species, C4H9NO2 in total.

The energy relative to the best compared isomer or geometry (same formula, charge and spin) is 81.34 kJ/mol. The structure (SMILES) is CC(C)O.N=C=O. The multiplicity is 1. As for the net charge: 0. For the orbital gap, the calculation gives 11.31 eV.

Structure (XYZ):
```
16
C4H9NO2 | the OMol25 dataset | wB97M-V/def2-TZVPD
C -2.0495 0.0782 -0.3750
C -0.5447 0.0889 -0.1498
O -0.0953 1.4002 0.2208
C -0.1279 -0.8415 0.9760
C 2.9248 -0.2721 -0.5741
O 3.2673 -1.3250 -0.9673
N 2.6871 0.8443 -0.1700
H -2.5704 0.3537 0.5481
H -2.3836 -0.9188 -0.6806
H -2.3430 0.7827 -1.1628
H -0.0356 -0.2120 -1.0801
H -0.4216 2.0283 -0.4381
H -0.6791 -0.5959 1.8894
H -0.3323 -1.8821 0.7071
H 0.9404 -0.7442 1.1885
H 1.7635 1.2154 0.0679
```

***

Which E_HOMO belongs to each record? In order, -0.364; -0.392 hartree.
Which calculated total energy belongs to each record? In order, -363.05657; -363.05455 a.u..